(1)
DFT (ωB97M-V with the def2-TZVPD basis set) results for the molecule FH3P2S2.

The relative energy (zero: lowest compared OMol25 entry of this formula, charge and spin) comes out at 0.0 kJ/mol. The HOMO-LUMO gap comes out at 9.2813 eV. The LUMO energy is 0.0006 Eh. As for the multiplicity: 1. Its structure (SMILES) is F[P@@](P)(=S)S. As for the HOMO energy: -0.340 Eh.

Positions of all 8 atoms, in Å:
F -1.5674 0.3076 2.0375
P 1.1631 0.3413 0.8052
P -0.9949 -0.0332 0.5171
S -1.5792 -1.7770 -0.1671
S -1.6087 1.7639 -0.4586
H 1.2578 0.2685 -0.5192
H 1.4771 -0.9558 0.9907
H -2.5905 1.1304 -1.0985

Atomic partial charges in e from the Löwdin method, atoms 1 to 4: -0.38 0.62 -0.24 0.13

=====

(2)
DFT (ωB97M-V with the def2-TZVPD basis set) results for a cluster of 6 separate species, C25H61BClNO11 in total.

The HOMO-LUMO gap comes out at 9.9397 eV. The LUMO energy is 0.0147 Eh. As for the multiplicity: 1. Its structure (SMILES) is CC[C@@H](Cl)[N@@+](COO)(B(O)O)C(=O)[O-].CCOCC.CCOCC.CCOCC.CCOCC.CCOCC. As for the HOMO energy: -0.351 Eh.

Positions of all 100 atoms, in Å:
C 1.5368 0.0045 2.0000
C 0.9224 0.0228 0.5823
C 1.8220 -0.2936 -0.6063
Cl 3.4454 0.3924 -0.3491
N 1.9637 -1.7473 -0.9558
C 2.4812 -2.5884 0.1550
O 2.3020 -3.9150 -0.2664
O 3.4938 -4.6351 0.0070
B 0.6546 -2.4180 -1.4421
O -0.3851 -2.6530 -0.5952
O 0.5555 -2.8171 -2.7244
C 3.0359 -1.8030 -2.2175
O 2.6967 -1.0407 -3.0904
O 3.9518 -2.5407 -2.0120
H 0.8401 -0.5563 2.6288
H 1.5833 1.0032 2.4222
H 2.4873 -0.5147 2.0695
H 0.5928 1.0489 0.4135
H 0.0177 -0.5789 0.5843
H 1.4550 0.2147 -1.4921
H 3.5144 -2.3578 0.3847
H 1.8784 -2.4499 1.0585
H 3.8479 -4.8530 -0.8707
H -0.1770 -2.5744 0.3404
H -0.1314 -3.4917 -2.7861
C -3.1526 0.6491 1.8008
C -2.9310 -0.7645 2.3032
O -1.9239 -0.8726 3.2964
C -2.1377 -0.1548 4.4996
C -3.3976 -0.5579 5.2453
H -2.2222 1.0589 1.4045
H -3.9026 0.6614 1.0100
H -3.4939 1.3183 2.5910
H -2.5914 -1.3866 1.4727
H -3.8668 -1.2078 2.6612
H -2.1327 0.9239 4.3068
H -1.2654 -0.3656 5.1184
H -4.2994 -0.3576 4.6656
H -3.4714 -0.0007 6.1794
H -3.3804 -1.6240 5.4758
C 0.4764 0.0370 -4.7396
C -0.8799 -0.0131 -4.0608
O -1.3350 1.2417 -3.5696
C -1.4932 2.2662 -4.5321
C -2.4879 1.9381 -5.6325
H 1.2266 0.4347 -4.0638
H 0.7894 -0.9586 -5.0466
H 0.4518 0.6726 -5.6283
H -0.8261 -0.6566 -3.1843
H -1.6314 -0.4567 -4.7255
H -0.5233 2.5398 -4.9627
H -1.8443 3.1350 -3.9733
H -2.1730 1.0785 -6.2247
H -2.5918 2.7883 -6.3075
H -3.4660 1.7093 -5.2068
C -3.5889 5.6105 -0.9976
C -2.8997 5.4320 0.3444
O -2.3214 4.1589 0.5460
C -1.3078 3.7757 -0.3661
C -0.1055 4.7039 -0.3803
H -4.3678 4.8583 -1.1285
H -4.0431 6.6000 -1.0557
H -2.8923 5.5149 -1.8317
H -3.6370 5.5431 1.1406
H -2.1464 6.2132 0.5016
H -1.7212 3.6607 -1.3745
H -0.9941 2.7820 -0.0438
H -0.3688 5.7117 -0.7044
H 0.6527 4.3218 -1.0649
H 0.3281 4.7768 0.6190
C 3.6723 -10.3750 -2.0668
C 3.5799 -9.0228 -1.3805
O 3.8288 -7.9226 -2.2356
C 2.9586 -7.7760 -3.3426
C 1.4981 -7.5968 -2.9629
H 4.6545 -10.5046 -2.5227
H 3.5148 -11.1732 -1.3410
H 2.9238 -10.4882 -2.8522
H 4.3394 -8.9588 -0.6014
H 2.6098 -8.9106 -0.8827
H 3.0754 -8.6163 -4.0363
H 3.3082 -6.8868 -3.8670
H 1.0989 -8.4666 -2.4398
H 0.8968 -7.4418 -3.8594
H 1.3793 -6.7317 -2.3078
C -1.2178 6.7096 3.8550
C -1.0565 5.2682 4.3086
O 0.1477 4.6577 3.8802
C 1.3477 5.2692 4.3170
C 1.5035 5.3274 5.8271
H -1.1607 6.7651 2.7669
H -2.1828 7.1017 4.1775
H -0.4434 7.3610 4.2624
H -1.8546 4.6622 3.8790
H -1.1573 5.1956 5.3981
H 1.4468 6.2709 3.8828
H 2.1489 4.6643 3.8920
H 0.7262 5.9308 6.2971
H 2.4676 5.7657 6.0859
H 1.4504 4.3252 6.2544

Atomic partial charges in e from the Löwdin method, atoms 1 to 4: -0.10 -0.23 -0.57 0.78

=====

(3)
DFT (ωB97M-V with the def2-TZVPD basis set) results for a cluster of 2 separate species, C6H6N2O2 in total.

The relative energy (zero: lowest compared OMol25 entry of this formula, charge and spin) comes out at 135.8 kJ/mol. The HOMO-LUMO gap comes out at 10.0413 eV. The LUMO energy is 0.0190 Eh. As for the multiplicity: 1. Its structure (SMILES) is O=c1cc[nH]c(=O)[nH]1.C#C. As for the HOMO energy: -0.350 Eh.

Positions of all 16 atoms, in Å:
C 0.0887 0.6999 -0.4233
C 0.1809 -0.2856 -1.4980
C 1.0845 -1.2730 -1.4203
C 1.9590 -0.5058 0.7181
C -2.9501 1.6698 0.9920
C -3.3018 0.5446 1.2556
H 0.9665 1.1546 1.3836
H -0.5043 -0.1807 -2.3239
H 1.1789 -2.0413 -2.1828
H 2.6396 -2.1236 -0.2999
H -2.6804 2.7020 0.8411
H -3.6248 -0.4769 1.4211
N 1.0122 0.5049 0.6110
N 1.9432 -1.3881 -0.3527
O -0.7059 1.6222 -0.3830
O 2.7138 -0.6231 1.6614

Atomic partial charges in e from the Löwdin method, atoms 1 to 4: -0.44 0.01 -0.08 -0.50

=====

(4)
DFT (ωB97M-V with the def2-TZVPD basis set) results for the ion C5H5OS2 with charge -1.

Its total charge is -1. The relative energy (zero: lowest compared OMol25 entry of this formula, charge and spin) comes out at 26.1 kJ/mol. The HOMO-LUMO gap comes out at 5.8324 eV. The LUMO energy is 0.1284 Eh. As for the multiplicity: 1. Its structure (SMILES) is COc1ccsc1[S-]. As for the HOMO energy: -0.086 Eh.

Positions of all 13 atoms, in Å:
C 0.1262 -1.4881 0.0313
C 1.3522 -1.9744 0.0041
C -0.0090 -0.1711 0.2384
C 1.3642 0.5590 0.2630
C -1.6343 1.3274 -0.2708
O -1.1642 0.4602 0.7408
S 1.7244 2.1877 0.2841
S 2.5212 -0.6800 0.1016
H -0.7843 -2.0274 -0.1121
H 1.8264 -2.9531 0.0924
H -2.3038 1.9859 0.2690
H -2.2314 0.7913 -0.9753
H -0.7877 1.9826 -0.6665

Atomic partial charges in e from the Löwdin method, atoms 1 to 4: -0.26 -0.48 -0.39 -1.13

=====

(5)
DFT (ωB97M-V with the def2-TZVPD basis set) results for a structure of composition C16H14IrN10O5S2.

Its total charge is -1. The HOMO-LUMO gap (spin up / spin down) comes out at 5.2837 / 6.1343 eV. The LUMO energy (spin up / spin down) is 0.0204 / 0.0163 Eh. The expectation value of S² is 6.02. As for the multiplicity: 5. As for the HOMO energy (spin up / spin down): -0.174 / -0.209 Eh.

Positions of all 48 atoms, in Å:
Ir -1.6611 1.6370 0.2006
N -0.1098 0.6755 3.1821
C -1.2048 -0.0070 2.7619
N -1.7184 -1.0746 3.3505
N -2.7712 -1.4006 2.6164
N -2.9250 -0.5977 1.6379
N -1.9591 0.3258 1.6800
C 0.3444 1.8080 2.5791
N 1.3961 2.5063 2.9738
N 1.4571 3.5352 2.1286
N 0.5154 3.4872 1.2780
N -0.2364 2.4163 1.5085
H 0.4222 0.2805 3.9418
C 3.8814 0.4958 1.9164
O 3.2206 -0.0847 0.8129
C 2.2146 -0.9776 1.0726
C 1.8824 -1.4217 2.3406
C 0.8896 -2.3747 2.5169
C 0.2139 -2.8756 1.4202
C 0.5226 -2.4396 0.1478
C 1.5247 -1.4879 -0.0520
N 1.9606 -1.1005 -1.3029
C 1.3391 -1.2796 -2.4957
C -0.0499 -1.2794 -2.7114
C -0.6245 -1.8676 -3.8549
C -1.9844 -1.8612 -4.0718
C -2.8267 -1.2083 -3.1718
C -2.3008 -0.5646 -2.0735
C -0.9221 -0.5632 -1.8033
O -0.4138 0.0892 -0.8251
H 4.6252 1.1694 1.4947
H 4.3854 -0.2683 2.5220
H 3.1891 1.0754 2.5358
H 2.3993 -1.0304 3.2035
H 0.6452 -2.7139 3.5109
H -0.5643 -3.6075 1.5619
H -0.0060 -2.8486 -0.6991
H 2.8363 -0.5894 -1.2931
H 2.0003 -1.3820 -3.3478
H 0.0387 -2.3572 -4.5547
H -2.3961 -2.3522 -4.9440
H -3.8915 -1.2042 -3.3449
H -2.9258 0.0149 -1.3913
O -3.2382 5.5965 -2.2417
S -2.0912 4.8961 -2.7585
O -0.7926 5.4337 -2.4454
O -2.2411 4.2804 -4.0528
S -2.0490 3.0967 -1.4601

Atomic partial charges in e from the Löwdin method, atoms 1 to 4: 1.04 0.15 -0.45 0.03

=====

(6)
DFT (ωB97M-V with the def2-TZVPD basis set) results for a cluster of 5 separate species, C6H22NO5 in total.

Its total charge is +2. The relative energy (zero: lowest compared OMol25 entry of this formula, charge and spin) comes out at 9.3 kJ/mol. The HOMO-LUMO gap (spin up / spin down) comes out at 8.3687 / 4.2801 eV. The LUMO energy (spin up / spin down) is -0.3450 / -0.4940 Eh. The expectation value of S² is 0.76. As for the multiplicity: 2. As for the HOMO energy (spin up / spin down): -0.653 / -0.651 Eh.

Positions of all 34 atoms, in Å:
O -2.0571 3.1806 0.9496
C -1.4886 2.4102 1.6543
C -0.5908 1.3082 1.0778
C -1.2462 -0.0325 1.4071
C -0.6287 -1.2673 0.7370
C 0.8139 -1.4586 1.2620
C 0.8736 -1.8383 2.7435
N -0.3721 1.5546 -0.3824
H -1.5815 2.5168 2.7591
H 0.3784 1.3948 1.5700
H -2.3166 0.0561 1.1786
H -1.2122 -0.1812 2.4875
H -0.4111 -0.9779 -0.2979
H -1.2251 -2.1693 0.7540
H 1.4731 -0.6239 1.0081
H 1.2414 -2.2768 0.6793
H 0.6679 -1.0004 3.4170
H 0.1920 -2.6500 2.9853
H 1.9094 -2.0724 2.9888
H -0.0461 0.7550 -0.9607
H -1.1531 2.0050 -0.8618
H 0.4742 2.1534 -0.4700
H 1.4268 -2.9088 -2.7068
H 0.0933 -3.0644 -2.0276
O 0.7880 -2.4109 -2.1834
H 3.0498 2.0373 -0.4577
H 2.2193 1.6107 -1.7031
O 2.2576 1.5607 -0.7370
H -2.7174 0.8459 -2.9928
H -1.2786 0.5220 -3.1683
O -1.8494 1.0890 -2.6381
H 0.7224 0.2713 -3.4533
H 0.8209 -0.6253 -2.1309
O 0.7724 0.2863 -2.4871

Atomic partial charges in e from the Löwdin method, atoms 1 to 4: 0.41 0.04 -0.17 -0.12